ORCA calculation (ωB97M-V/def2-TZVPD) on an isolated molecule of C4H9N3 at a distorted geometry.

CARTESIAN COORDINATES (ANGSTROEM)
C: 0.58 -1.04 0.28
C: 1.35 0.25 0.54
N: 0.65 1.41 0.78
N: -2.17 0.27 0.08
C: -1.33 0.03 -0.97
C: -0.19 -0.71 -0.96
N: 2.65 0.31 0.52
H: 1.20 2.24 0.59
H: -0.36 1.51 0.64
H: 3.06 -0.60 0.32
H: -3.15 0.42 -0.15
H: -1.96 -0.24 0.94
H: -0.06 -1.27 1.14
H: 1.26 -1.87 0.09
H: -1.76 0.32 -1.93
H: 0.23 -1.04 -1.91

Kohn-Sham gap: 9.04 eV
Total charge: 0
Electronic energy: -8763.597 eV
Spin multiplicity: 1